{"formula": "C2H6Se", "method": "ωB97M-V with the def2-TZVPD basis set", "elements": ["C", "C", "Se", "H", "H", "H", "H", "H", "H"], "xyz": [[-1.180, 0.735, 0.686], [1.123, -0.688, -0.887], [0.416, 1.054, -0.400], [-1.370, -0.273, 0.825], [-1.012, 1.358, 1.627], [-1.997, 1.286, 0.109], [2.135, -0.472, -1.130], [1.401, -1.752, 0.735], [0.486, -1.247, -1.565]], "mulliken_charge": [-0.794, -0.789, 0.089, 0.322, 0.233, 0.249, 0.297, 0.105, 0.287], "energy_ha": -2481.073061, "e_above_lowest_kj_mol": 313.67}

---

{"formula": "C5H8O", "method": "ωB97M-V with the def2-TZVPD basis set", "elements": ["C", "O", "C", "C", "C", "C", "H", "H", "H", "H", "H", "H", "H", "H"], "xyz": [[2.373, 0.221, 0.287], [1.299, 0.772, 0.915], [0.280, 0.121, 0.400], [-1.071, -0.102, 1.006], [-1.608, -0.156, -0.459], [-0.158, -0.057, -1.018], [2.470, -0.851, 0.327], [3.157, 0.896, -0.027], [-1.431, 0.718, 1.639], [-1.202, -1.038, 1.566], [-2.233, 0.702, -0.716], [-2.142, -1.073, -0.724], [0.098, 0.806, -1.654], [0.170, -0.960, -1.541]], "mulliken_charge": [-0.588, -0.347, 0.182, -0.502, -0.470, -0.401, 0.319, 0.304, 0.254, 0.209, 0.254, 0.273, 0.280, 0.233], "energy_ha": -270.382367, "e_above_lowest_kj_mol": 460.84}

---

{"formula": "C27H38N4O4", "method": "ωB97M-V with the def2-TZVPD basis set", "elements": ["C", "C", "C", "C", "N", "C", "O", "C", "C", "C", "O", "N", "C", "C", "C", "C", "C", "C", "C", "O", "N", "C", "C", "C", "C", "C", "C", "C", "C", "C", "C", "C", "C", "N", "O", "H", "H", "H", "H", "H", "H", "H", "H", "H", "H", "H", "H", "H", "H", "H", "H", "H", "H", "H", "H", "H", "H", "H", "H", "H", "H", "H", "H", "H", "H", "H", "H", "H", "H", "H", "H", "H", "H"], "xyz": [[-7.197, -0.487, -1.296], [-6.144, -0.072, -0.339], [-5.026, -0.703, 0.123], [-4.454, 0.245, 1.010], [-3.312, 0.149, 1.776], [-2.419, -0.880, 1.754], [-2.523, -1.838, 1.018], [-1.272, -0.726, 2.735], [0.034, -1.115, 2.031], [0.287, -0.074, 0.947], [0.398, 1.098, 1.299], [0.356, -0.448, -0.343], [0.419, -1.834, -0.771], [1.822, -2.416, -0.579], [1.934, -3.874, -1.036], [1.167, -4.815, -0.108], [3.405, -4.283, -1.094], [0.573, 0.569, -1.386], [2.067, 0.939, -1.471], [2.702, 0.727, -2.488], [2.584, 1.438, -0.344], [3.984, 1.742, -0.164], [4.172, 3.177, 0.333], [3.845, 3.108, 1.830], [4.075, 1.642, 2.249], [4.563, 0.917, 0.989], [-0.392, 1.729, -1.242], [0.041, 3.023, -0.987], [-0.860, 4.060, -0.826], [-2.217, 3.813, -0.923], [-2.654, 2.538, -1.227], [-1.762, 1.488, -1.405], [-2.294, 0.144, -1.806], [-5.183, 1.336, 1.063], [-6.233, 1.145, 0.225], [-6.974, -1.477, -1.681], [-8.168, -0.500, -0.803], [-7.253, 0.221, -2.122], [-4.651, -1.675, -0.113], [-3.125, 0.966, 2.340], [-1.201, 0.299, 3.097], [-1.452, -1.394, 3.580], [0.859, -1.051, 2.744], [-0.042, -2.133, 1.665], [-0.338, -2.414, -0.241], [0.166, -1.873, -1.832], [2.520, -1.807, -1.159], [2.111, -2.343, 0.472], [1.513, -3.954, -2.044], [1.289, -5.845, -0.435], [1.546, -4.734, 0.909], [0.104, -4.590, -0.103], [3.859, -4.206, -0.108], [3.955, -3.639, -1.777], [3.503, -5.310, -1.437], [0.356, 0.082, -2.343], [1.961, 1.598, 0.442], [4.477, 1.549, -1.120], [3.536, 3.881, -0.201], [5.210, 3.471, 0.180], [4.472, 3.793, 2.400], [2.806, 3.389, 2.004], [4.801, 1.561, 3.057], [3.140, 1.203, 2.598], [4.235, -0.122, 0.950], [5.651, 0.937, 0.931], [1.095, 3.233, -0.916], [-0.500, 5.057, -0.620], [-2.932, 4.610, -0.781], [-3.714, 2.353, -1.333], [-1.795, -0.213, -2.707], [-3.359, 0.211, -2.014], [-2.147, -0.599, -1.026]], "mulliken_charge": [-1.357, -0.015, 0.130, 0.545, 0.010, 0.638, -0.655, -1.173, -0.716, 0.292, -0.823, 1.177, -1.568, -0.243, 0.660, -1.437, -1.678, 0.520, -0.559, -0.725, 0.186, -0.498, -0.944, -0.685, -0.386, -0.853, 0.117, -0.549, -0.935, -0.891, -0.446, 0.817, -1.247, -0.783, -0.149, 0.328, 0.366, 0.325, 0.516, 0.284, 0.364, 0.449, 0.447, 0.223, 0.275, 0.547, 0.188, 0.255, 0.296, 0.459, 0.299, 0.302, 0.351, 0.407, 0.450, 1.015, 0.158, 0.707, 0.351, 0.415, 0.423, 0.193, 0.512, -0.079, 0.263, 0.425, 0.589, 0.435, 0.412, 0.355, 0.359, 0.543, 0.018], "energy_ha": -1571.682023, "smiles": "Cc1cc(NC(=O)CCC(=O)N(CCC(C)C)[C@H](C(=O)NC2CCCC2)c2ccccc2C)no1", "e_above_lowest_kj_mol": 237.09}

---

{"formula": "C5H6F2O", "method": "ωB97M-V with the def2-TZVPD basis set", "elements": ["C", "C", "C", "C", "C", "O", "F", "F", "H", "H", "H", "H", "H", "H"], "xyz": [[-1.757, 0.813, 0.008], [-0.586, 0.735, -0.329], [-3.175, 0.920, 0.376], [2.706, -1.237, -0.016], [1.739, 0.878, -0.072], [2.202, -0.102, 0.648], [2.246, 0.959, -1.300], [1.758, 2.063, 0.534], [-3.885, 0.887, -0.489], [-3.361, -0.078, 0.723], [-3.433, 1.831, 1.032], [2.001, -1.871, -0.466], [3.089, -1.890, 0.788], [3.617, -1.004, -0.749]], "mulliken_charge": [0.435, -0.306, -1.003, -0.670, 0.738, -0.326, -0.294, -0.257, 0.309, 0.299, 0.257, 0.327, 0.249, 0.242], "spin_multiplicity": 3, "energy_ha": -468.778377, "s_squared": 2.007, "e_above_lowest_kj_mol": 294.61}